Here is C20H42F6K3NO13S2 as an isolated structure from the OMol25 dataset. Energies are from ωB97M-V with the def2-TZVPD basis set.

Cartesian coordinates (Å):
K1 -10.30 -22.76 -7.87
K2 -10.61 -19.13 -8.07
K3 -12.15 -20.69 -15.00
C1 -8.98 -22.22 -11.70
F1 -8.21 -22.60 -10.65
F2 -8.17 -21.85 -12.71
F3 -9.73 -23.22 -12.01
S1 -10.18 -20.68 -11.21
O1 -9.23 -19.79 -10.65
O2 -10.70 -20.20 -12.54
N1 -11.24 -21.34 -9.86
S2 -12.50 -22.03 -10.57
O3 -12.49 -22.08 -12.03
O4 -12.70 -23.34 -9.97
C2 -14.09 -20.87 -10.14
F4 -13.90 -19.75 -10.82
F5 -15.29 -21.27 -10.77
F6 -14.22 -20.70 -8.87
C3 -18.42 -16.63 -17.70
O5 -19.35 -17.69 -17.67
C4 -20.70 -17.63 -17.08
C5 -20.73 -17.20 -15.58
O6 -20.06 -18.35 -15.01
C6 -19.78 -18.34 -13.65
C7 -19.15 -19.65 -13.26
O7 -17.92 -19.77 -13.90
C8 -16.81 -19.04 -13.35
H1 -18.18 -16.23 -16.72
H2 -18.91 -15.80 -18.22
H3 -17.52 -16.81 -18.30
H4 -21.17 -18.58 -17.30
H5 -21.24 -16.93 -17.71
H6 -21.78 -17.05 -15.33
H7 -20.22 -16.23 -15.60
H8 -20.69 -18.32 -13.06
H9 -19.13 -17.47 -13.48
H10 -19.79 -20.35 -13.80
H11 -19.28 -20.03 -12.25
H12 -16.63 -19.24 -12.29
H13 -17.02 -17.97 -13.34
H14 -15.90 -19.29 -13.91
C9 -10.38 -16.77 -5.07
O8 -11.47 -17.39 -5.91
C10 -12.74 -16.78 -5.93
C11 -13.11 -16.95 -7.42
O9 -11.98 -16.57 -8.27
C12 -12.42 -16.19 -9.55
C13 -11.27 -15.78 -10.56
O10 -10.27 -16.86 -10.73
C14 -9.31 -16.79 -11.77
H15 -10.19 -15.70 -5.12
H16 -9.43 -17.24 -5.32
H17 -10.58 -17.02 -4.02
H18 -12.68 -15.74 -5.63
H19 -13.46 -17.27 -5.28
H20 -13.96 -16.35 -7.73
H21 -13.39 -17.97 -7.64
H22 -13.20 -15.43 -9.57
H23 -12.91 -17.09 -9.92
H24 -10.93 -14.79 -10.24
H25 -11.59 -15.58 -11.59
H26 -8.73 -15.87 -11.81
H27 -9.89 -16.59 -12.67
H28 -8.82 -17.76 -11.89
C15 -14.50 -23.57 -14.27
O11 -13.48 -23.19 -15.21
C16 -12.35 -24.09 -15.08
C17 -11.41 -23.95 -16.23
O12 -10.78 -22.61 -16.24
C18 -9.92 -22.31 -17.33
C19 -8.94 -21.17 -16.98
O13 -9.57 -20.03 -16.46
C20 -8.87 -19.31 -15.43
H29 -15.10 -22.68 -14.10
H30 -14.03 -23.86 -13.33
H31 -15.02 -24.47 -14.61
H32 -12.72 -25.10 -15.20
H33 -11.90 -23.95 -14.10
H34 -11.95 -24.07 -17.17
H35 -10.61 -24.69 -16.23
H36 -10.58 -21.98 -18.13
H37 -9.30 -23.12 -17.71
H38 -8.18 -20.91 -17.71
H39 -8.25 -21.57 -16.24
H40 -9.33 -18.35 -15.23
H41 -7.81 -19.08 -15.60
H42 -9.00 -19.92 -14.54

The HOMO energy comes out at -11.843 eV. Its LUMO energy is -6.04 eV. The molecular weight is 799.97 g mol⁻¹. The value obtained for the orbital gap is 5.801 eV. Its total charge is +2.

***

Here is a 6-piece molecular cluster, C20H42N2O11 overall from the OMol25 dataset. Energies are from ωB97M-V with the def2-TZVPD basis set.

Cartesian coordinates (Å):
O1 -13.16 -0.95 -19.96
H1 -14.03 -1.30 -19.76
H2 -12.98 -1.16 -20.88
H3 -12.47 -1.14 -19.32
C1 -13.43 0.78 -23.28
C2 -13.81 2.11 -23.84
C3 -15.24 2.20 -24.65
O2 -15.52 3.25 -25.33
C4 -16.11 1.05 -24.45
C5 -15.72 -0.09 -23.84
C6 -14.30 -0.27 -23.28
O3 -13.81 -1.34 -22.75
O4 -16.65 -0.98 -23.78
O5 -13.09 3.15 -23.82
H4 -12.43 0.78 -22.87
H5 -17.12 1.25 -24.78
C7 -16.64 -0.41 -17.31
C8 -16.37 -0.47 -18.83
O6 -15.70 -1.57 -19.30
H6 -15.71 -0.41 -16.74
H7 -17.28 -1.27 -17.09
H8 -17.19 0.46 -16.96
H9 -15.83 0.44 -19.11
H10 -17.37 -0.44 -19.26
O7 -14.97 -3.20 -17.00
H11 -15.06 -2.47 -17.62
H12 -15.87 -3.39 -16.73
C9 -11.42 -6.58 -19.93
O8 -12.78 -6.11 -20.16
C10 -12.97 -4.90 -20.85
C11 -14.46 -4.34 -20.71
N1 -15.51 -5.23 -21.12
C12 -15.37 -5.44 -22.61
C13 -16.59 -6.07 -23.22
O9 -17.76 -5.30 -22.94
C14 -18.26 -4.53 -24.06
H13 -11.33 -7.47 -19.31
H14 -10.82 -5.77 -19.53
H15 -11.03 -6.93 -20.89
H16 -12.60 -4.89 -21.88
H17 -12.44 -4.08 -20.38
H18 -14.56 -3.32 -21.08
H19 -14.61 -4.32 -19.63
H20 -15.16 -6.09 -20.73
H21 -14.46 -6.01 -22.79
H22 -15.36 -4.45 -23.05
H23 -16.66 -7.06 -22.76
H24 -16.39 -6.11 -24.30
H25 -17.39 -4.13 -24.56
H26 -18.88 -3.70 -23.71
H27 -18.77 -5.22 -24.73
C15 -10.51 -1.97 -22.02
O10 -10.76 -2.46 -20.72
C16 -9.78 -2.11 -19.75
C17 -10.39 -2.40 -18.42
N2 -11.37 -1.43 -18.01
C18 -10.84 -0.21 -17.38
C19 -11.94 0.87 -17.12
O11 -12.46 1.42 -18.31
C20 -13.52 2.36 -18.07
H28 -11.30 -2.23 -22.72
H29 -9.56 -2.26 -22.49
H30 -10.53 -0.88 -22.10
H31 -9.56 -1.05 -19.91
H32 -8.83 -2.63 -19.91
H33 -9.62 -2.42 -17.65
H34 -10.95 -3.34 -18.40
H35 -11.77 -1.86 -17.19
H36 -9.96 0.24 -17.84
H37 -10.38 -0.41 -16.41
H38 -11.55 1.70 -16.52
H39 -12.77 0.45 -16.56
H40 -13.10 3.09 -17.38
H41 -14.44 1.89 -17.72
H42 -13.82 2.85 -18.99

The HOMO energy comes out at -0.371 eV. Its LUMO energy is 3.71 eV. The molecular weight is 486.56 g mol⁻¹. The value obtained for the energy relative to the best compared isomer or geometry (same formula, charge and spin) is 140.8 kJ/mol. The value obtained for the orbital gap is 4.082 eV. Its total charge is -2.

***

Here is a 2-piece molecular cluster, C20H42N3O5P2S overall from the OMol25 dataset. Energies are from ωB97M-V with the def2-TZVPD basis set.

Cartesian coordinates (Å):
C1 7.73 -2.20 -0.02
C2 6.44 -2.16 -0.56
C3 5.27 -1.33 0.15
O1 5.19 -1.42 1.41
O2 4.46 -0.55 -0.72
C4 3.21 -0.12 -0.12
C5 2.09 -0.21 -1.29
C6 0.73 0.32 -0.62
C7 -0.50 -0.56 -1.20
C8 -1.89 0.03 -0.65
C9 -2.75 -1.03 0.21
C10 -4.33 -0.88 0.05
N1 -5.01 0.42 0.31
C11 -4.93 1.39 -0.81
C12 -4.52 1.10 1.53
C13 -5.56 1.16 2.76
O3 -3.42 1.64 1.68
C14 -5.08 -1.82 1.17
N2 -6.44 -1.93 0.49
C15 -6.37 -1.68 -1.01
P1 -7.49 -2.75 -2.12
S1 -9.33 -2.25 -1.62
C16 -4.75 -1.79 -1.20
P2 -3.99 -1.59 -2.90
N3 -2.54 -2.31 -2.91
H1 8.54 -2.69 -0.65
H2 7.99 -1.72 0.98
H3 6.20 -2.69 -1.53
H4 3.29 0.98 0.14
H5 2.83 -0.78 0.72
H6 2.39 0.35 -2.22
H7 1.98 -1.34 -1.48
H8 0.75 0.15 0.52
H9 0.63 1.42 -0.90
H10 -0.53 -0.52 -2.35
H11 -0.39 -1.64 -0.90
H12 -1.63 0.97 -0.05
H13 -2.46 0.42 -1.56
H14 -2.40 -2.10 -0.01
H15 -2.47 -0.84 1.31
H16 -6.00 1.78 -0.99
H17 -4.31 2.32 -0.61
H18 -4.59 0.98 -1.81
H19 -5.16 0.65 3.69
H20 -5.82 2.25 3.02
H21 -6.52 0.61 2.46
H22 -4.54 -2.83 1.22
H23 -5.05 -1.48 2.25
H24 -7.02 -1.18 0.92
H25 -6.83 -2.87 0.67
H26 -6.83 -0.65 -1.18
H27 -7.32 -4.16 -1.92
H28 -7.33 -2.32 -3.48
H29 -4.49 -2.88 -0.94
H30 -3.87 -0.24 -3.37
H31 -4.79 -2.30 -3.86
H32 -2.56 -3.09 -3.58
C17 6.84 2.31 -0.43
O4 5.92 2.93 0.47
C18 5.77 2.19 1.68
C19 6.54 2.85 2.82
O5 7.95 2.76 2.61
C20 8.51 3.98 2.15
H33 7.04 3.02 -1.24
H34 7.78 2.07 0.06
H35 6.39 1.41 -0.85
H36 6.08 1.15 1.54
H37 4.71 2.19 1.93
H38 6.32 2.32 3.74
H39 6.23 3.89 2.94
H40 8.51 4.72 2.96
H41 7.96 4.38 1.29
H42 9.54 3.79 1.85

The HOMO energy comes out at -10.186 eV. Its LUMO energy is -3.33 eV. The molecular weight is 498.59 g mol⁻¹. The value obtained for the orbital gap is 6.858 eV. Its total charge is +1.

***

Here is C20H42N3OP2Ti as an isolated structure from the OMol25 dataset. Energies are from ωB97M-V with the def2-TZVPD basis set.

Cartesian coordinates (Å):
Ti1 0.11 -0.06 0.12
P1 2.22 0.47 -1.07
P2 -1.60 -1.37 1.34
N1 0.97 -1.92 0.06
C1 3.14 -1.10 -0.86
H1 3.82 -1.30 -1.70
H2 3.76 -1.04 0.05
C2 2.16 -2.25 -0.70
H3 1.91 -2.67 -1.70
H4 2.66 -3.08 -0.17
C3 0.31 -3.15 0.46
H5 1.10 -3.83 0.82
H6 -0.16 -3.67 -0.40
C4 -0.71 -2.97 1.58
H7 -0.19 -2.95 2.54
H8 -1.40 -3.82 1.59
C5 -3.06 -1.96 0.36
C6 -3.77 -0.81 -0.36
H9 -4.52 -1.24 -1.04
H10 -3.09 -0.20 -0.96
H11 -4.29 -0.15 0.34
C7 -1.84 -0.76 3.06
C8 -2.65 0.54 3.11
H12 -2.76 0.85 4.17
H13 -3.67 0.40 2.72
H14 -2.18 1.37 2.57
C9 3.23 1.69 -0.14
C10 2.70 3.13 -0.24
H15 3.37 3.80 0.31
H16 1.68 3.24 0.17
H17 2.69 3.48 -1.29
C11 2.12 0.55 -2.92
C12 1.04 1.52 -3.41
H18 0.93 1.40 -4.50
H19 1.31 2.56 -3.21
H20 0.06 1.32 -2.96
C13 -0.67 -0.63 -1.54
O1 -0.98 -1.24 -2.50
C14 -2.40 -1.81 4.04
H21 -3.43 -2.10 3.79
H22 -1.77 -2.71 4.09
H23 -2.41 -1.37 5.05
C15 4.74 1.64 -0.47
H24 5.26 2.35 0.20
H25 5.17 0.65 -0.30
H26 4.95 1.96 -1.50
C16 3.46 0.89 -3.56
H27 3.34 0.83 -4.65
H28 3.76 1.92 -3.31
H29 4.26 0.19 -3.27
C17 -4.05 -2.76 1.20
H30 -4.54 -2.11 1.94
H31 -4.84 -3.14 0.53
H32 -3.60 -3.62 1.70
H33 -2.62 -2.63 -0.41
H34 1.82 -0.48 -3.22
H35 -0.81 -0.52 3.39
H36 3.11 1.37 0.92
H37 1.78 -0.26 2.19
H38 1.32 0.39 2.30
N2 -2.70 3.28 -0.29
C18 -1.66 3.87 -0.98
C19 -0.65 2.96 -0.97
N3 -1.07 1.81 -0.28
C20 -2.33 2.05 0.12
H39 -3.55 3.77 -0.01
H40 -1.66 4.89 -1.30
H41 0.36 3.09 -1.37
H42 -2.97 1.44 0.74

The HOMO energy (spin up / spin down) comes out at -8.750 / -10.188 eV. Its LUMO energy (spin up / spin down) is -2.18 / -2.73 eV. The molecular weight is 450.39 g mol⁻¹. The value obtained for the orbital gap (spin up / spin down) is 6.571 / 7.461 eV. The multiplicity is 3. Its total charge is +1.

***

Here is C20H42NOP3Ti as an isolated structure from the OMol25 dataset. Energies are from ωB97M-V with the def2-TZVPD basis set.

Cartesian coordinates (Å):
Ti1 0.09 0.44 -0.13
P1 1.76 0.96 1.71
P2 -1.07 2.57 -0.46
P3 2.18 -0.38 -1.38
H1 -1.26 -4.20 1.21
C1 -0.18 -4.36 1.24
C2 0.57 -3.92 2.27
H2 0.12 -3.38 3.11
C3 1.11 1.14 3.41
C4 2.63 2.56 1.53
C5 3.13 -0.21 2.10
C6 -2.86 2.31 -0.76
C7 -1.20 3.88 0.81
C8 -0.63 3.56 -1.93
C9 2.86 -1.95 -0.74
C10 3.60 0.77 -1.42
C11 2.02 -0.82 -3.15
H3 0.25 -4.94 0.42
H4 1.64 -4.13 2.33
H5 0.71 0.19 3.77
H6 0.32 1.90 3.45
H7 1.93 1.45 4.07
H8 1.89 3.37 1.48
H9 3.24 2.59 0.62
H10 3.27 2.72 2.41
H11 2.73 -1.23 2.16
H12 3.56 0.05 3.08
H13 3.92 -0.18 1.35
H14 -3.05 2.27 -1.84
H15 -3.43 3.15 -0.32
H16 -3.20 1.37 -0.30
H17 -2.05 4.53 0.59
H18 -0.29 4.49 0.83
H19 -1.35 3.44 1.81
H20 -1.38 4.34 -2.11
H21 -0.57 2.90 -2.81
H22 0.36 4.02 -1.78
H23 3.38 -2.49 -1.55
H24 2.05 -2.59 -0.36
H25 3.57 -1.79 0.07
H26 4.23 0.53 -2.29
H27 4.21 0.71 -0.51
H28 3.25 1.81 -1.54
H29 3.02 -0.81 -3.61
H30 1.37 -0.10 -3.66
H31 1.57 -1.82 -3.25
C12 -1.48 -1.44 -2.30
C13 -2.43 -0.65 -2.92
C14 -2.90 -1.06 -4.17
C15 -2.40 -2.22 -4.76
C16 -1.47 -3.02 -4.09
C17 -1.02 -2.66 -2.81
O1 -0.93 -0.96 -1.09
H32 -0.55 -1.66 -0.51
H33 -2.77 0.26 -2.43
H34 -3.66 -0.45 -4.67
H35 -2.75 -2.52 -5.75
H36 -1.11 -3.95 -4.55
H37 -0.32 -3.27 -2.25
C18 -3.35 -0.72 4.10
C19 -2.44 0.45 3.68
C20 -1.83 0.24 2.41
N1 -1.18 -0.03 1.47
H38 -4.23 -0.77 3.44
H39 -3.72 -0.57 5.12
H40 -2.81 -1.67 4.07
H41 -3.03 1.38 3.65
H42 -1.65 0.61 4.44

The HOMO energy (spin up / spin down) comes out at -20.199 / -20.198 eV. Its LUMO energy (spin up / spin down) is -15.40 / -15.41 eV. The molecular weight is 453.35 g mol⁻¹. The value obtained for the energy relative to the best compared isomer or geometry (same formula, charge and spin) is 0.0 kJ/mol. The value obtained for the orbital gap (spin up / spin down) is 4.794 / 4.793 eV. Its total charge is +4.

***

Here is a 3-piece molecular cluster, C20H43BFO4 overall from the OMol25 dataset. Energies are from ωB97M-V with the def2-TZVPD basis set.

Cartesian coordinates (Å):
C1 -1.55 1.33 -2.57
C2 -1.64 -0.11 -3.08
F1 -2.52 -0.80 -2.25
C3 -0.24 -0.79 -3.16
C4 0.15 -1.73 -2.00
C5 1.38 -1.25 -1.23
C6 1.03 -0.82 0.20
C7 2.23 -0.34 1.05
C8 1.70 0.25 2.31
O1 1.42 -0.40 3.28
O2 1.50 1.62 2.32
B1 0.34 -3.15 -2.54
O3 1.56 -3.67 -3.03
O4 -0.74 -4.05 -2.65
H1 -0.74 1.84 -3.10
H2 -1.31 1.30 -1.50
H3 -2.49 1.87 -2.71
H4 -2.07 -0.10 -4.09
H5 -0.25 -1.33 -4.12
H6 0.50 0.02 -3.21
H7 2.14 -2.04 -1.16
H8 1.86 -0.39 -1.73
H9 0.29 -0.01 0.16
H10 0.57 -1.69 0.68
H11 2.88 -1.17 1.32
H12 2.83 0.38 0.48
H13 0.80 1.82 1.68
H14 1.70 -4.58 -2.76
H15 -1.37 -3.77 -1.98
C9 -3.50 -5.92 3.62
C10 -3.78 -4.89 2.53
C11 -2.54 -4.46 1.76
C12 -1.46 -3.78 2.60
C13 -1.92 -2.53 3.35
C14 -2.40 -1.42 2.42
H16 -2.82 -5.53 4.38
H17 -4.42 -6.22 4.12
H18 -3.04 -6.82 3.19
H19 -4.27 -4.02 2.97
H20 -4.50 -5.31 1.82
H21 -2.83 -3.80 0.94
H22 -2.10 -5.34 1.27
H23 -0.63 -3.51 1.94
H24 -1.04 -4.50 3.32
H25 -1.08 -2.16 3.94
H26 -2.71 -2.78 4.06
H27 -1.61 -1.13 1.72
H28 -2.69 -0.54 2.99
H29 -3.27 -1.73 1.83
C15 2.31 7.33 -0.72
C16 1.29 6.25 -1.08
C17 1.32 5.05 -0.13
C18 2.64 4.28 -0.10
C19 3.09 3.73 -1.45
C20 2.11 2.74 -2.06
H30 3.33 6.95 -0.78
H31 2.24 8.17 -1.41
H32 2.14 7.70 0.29
H33 1.46 5.91 -2.11
H34 0.29 6.68 -1.06
H35 0.50 4.37 -0.40
H36 1.09 5.40 0.88
H37 2.53 3.44 0.60
H38 3.42 4.91 0.31
H39 4.06 3.24 -1.32
H40 3.26 4.56 -2.15
H41 1.94 1.89 -1.40
H42 2.48 2.35 -3.01
H43 1.14 3.20 -2.26

The HOMO energy comes out at -2.117 eV. Its LUMO energy is 2.71 eV. The molecular weight is 377.37 g mol⁻¹. The value obtained for the orbital gap is 4.828 eV. Its total charge is -1.

***

Max |F| list, top to bottom, in eV/A: 4.19, 5.63, 4.95, 5.31, 3.57, 1.35